[1]
C6H8N | ωB97M-V/def2-TZVPD

Its highest occupied orbital energy is -15.8 eV. For the relative energy (zero: lowest compared OMol25 entry of this formula, charge and spin), the calculation gives 158.0 kcal/mol. The SMILES is C1#[N+]CCC12CC2. The total charge is +1. The calculation puts the frontier orbital gap at 7.743 eV.

Geometry (Å):
C (-0.87, -1.49, 0.32)
N (-1.89, -0.95, -0.01)
C (-1.90, 0.48, -0.23)
C (-0.46, 1.01, 0.23)
C (0.31, -0.37, 0.30)
C (1.72, -0.60, 0.64)
C (1.29, -0.58, -0.82)
H (-2.79, 0.96, 0.19)
H (-1.97, 0.72, -1.25)
H (-0.49, 1.49, 1.30)
H (-0.24, 1.73, -0.52)
H (2.03, -1.52, 1.10)
H (2.13, 0.30, 1.29)
H (1.61, 0.32, -1.38)
H (1.52, -1.49, -1.16)



[2]
C6H8N | ωB97M-V/def2-TZVPD

Its highest occupied orbital energy is -14.7 eV. For the relative energy (zero: lowest compared OMol25 entry of this formula, charge and spin), the calculation gives 136.8 kcal/mol. The total charge is +1. The calculation puts the frontier orbital gap at 8.558 eV.

Geometry (Å):
C (0.16, 0.65, 1.17)
C (-1.04, 0.31, 0.43)
C (-0.26, -0.57, -0.18)
C (1.36, 0.35, 0.55)
C (-2.49, 0.58, 0.60)
C (1.78, -0.80, -1.64)
N (1.00, -0.39, -0.50)
H (0.13, 0.98, 2.19)
H (2.42, 0.51, 0.83)
H (-2.58, 1.60, 0.24)
H (-2.93, 0.31, 1.66)
H (-3.06, -0.06, -0.04)
H (1.29, -0.23, -2.47)
H (1.75, -1.99, -1.62)
H (2.70, -0.33, -1.48)



[3]
C6H8N | ωB97M-V/def2-TZVPD

Its highest occupied orbital energy is -15.5 eV. For the relative energy (zero: lowest compared OMol25 entry of this formula, charge and spin), the calculation gives 164.9 kcal/mol. The total charge is +1. The calculation puts the frontier orbital gap at 9.465 eV.

Geometry (Å):
C (-1.47, 0.33, -1.18)
C (0.08, 0.36, 1.18)
C (0.24, -1.63, -0.61)
C (1.01, -0.45, -1.27)
C (-0.77, 1.60, 0.92)
C (0.02, -0.24, -0.23)
N (-1.37, 1.09, -0.27)
H (-0.42, -0.31, 1.97)
H (1.09, 0.59, 1.70)
H (-0.38, -2.19, -1.21)
H (0.81, -2.41, -0.05)
H (2.03, -0.54, -0.85)
H (0.93, -0.46, -2.38)
H (-1.69, 1.80, 1.64)
H (-0.11, 2.44, 0.63)



[4]
C6H8N | ωB97M-V/def2-TZVPD

Its highest occupied orbital energy (alpha / beta) is -13.6 / -13.6 eV. For the relative energy (zero: lowest compared OMol25 entry of this formula, charge and spin), the calculation gives 187.4 kcal/mol. The total charge is +1. The calculation puts the frontier orbital gap (alpha / beta) at 9.042 / 9.041 eV.

Geometry (Å):
C (-1.22, -0.28, -1.32)
C (-1.18, -0.08, 0.13)
C (1.08, -0.67, -0.24)
C (0.70, 0.48, 0.41)
C (-0.21, -1.33, 0.41)
C (0.93, 1.34, 1.58)
N (-0.01, -1.22, -1.17)
H (-2.07, -0.92, -1.79)
H (-1.12, 0.70, -1.93)
H (-1.96, 0.27, 0.74)
H (2.01, -1.12, -0.45)
H (1.72, 0.90, 2.23)
H (-0.09, 1.49, 2.03)
H (1.28, 2.37, 1.16)
H (0.12, -1.95, -1.79)



[5]
C6H8N | ωB97M-V/def2-TZVPD

Its highest occupied orbital energy is -15.7 eV. For the relative energy (zero: lowest compared OMol25 entry of this formula, charge and spin), the calculation gives 129.7 kcal/mol. The total charge is +1. The calculation puts the frontier orbital gap at 9.678 eV.

Geometry (Å):
C (2.16, 1.95, 0.06)
C (1.77, 0.84, -0.14)
C (-1.88, -0.05, -0.17)
C (-3.19, 0.54, -0.02)
C (1.77, -1.58, 0.20)
C (1.42, -0.40, -0.54)
N (-0.76, -0.20, 0.02)
H (2.38, 2.87, 0.53)
H (-3.84, -0.16, 0.27)
H (-3.16, 1.25, 0.71)
H (-3.68, 0.95, -0.98)
H (1.60, -1.39, 1.24)
H (2.89, -1.45, 0.44)
H (1.37, -2.50, -0.13)
H (1.15, -0.67, -1.48)



[6]
C6H8N2 | ωB97M-V/def2-TZVPD

Its highest occupied orbital energy is -7.6 eV. For the relative energy (zero: lowest compared OMol25 entry of this formula, charge and spin), the calculation gives 109.5 kcal/mol. The calculation puts the frontier orbital gap at 8.762 eV.

Geometry (Å):
C (2.11, -1.03, -0.25)
C (1.05, -0.18, -0.10)
C (-1.13, 1.06, -0.43)
C (-0.36, 0.00, -0.20)
C (-2.43, 0.36, 0.11)
C (-1.55, -0.89, 0.22)
N (2.94, 0.02, 0.14)
N (1.93, 0.98, 0.07)
H (2.36, -2.11, -0.35)
H (-1.17, 2.06, -1.02)
H (-2.78, 0.88, 0.97)
H (-3.25, 0.22, -0.58)
H (-2.00, -1.67, -0.40)
H (-1.32, -1.31, 1.24)
H (3.80, 0.19, -0.32)
H (1.79, 1.43, 0.90)



[7]
C6H8N2 | ωB97M-V/def2-TZVPD

Its highest occupied orbital energy is -9.5 eV. For the relative energy (zero: lowest compared OMol25 entry of this formula, charge and spin), the calculation gives 134.2 kcal/mol. The SMILES is N#C[C@@H]1[C@H]2CCCN12. The calculation puts the frontier orbital gap at 10.474 eV.

Geometry (Å):
N (-1.94, -2.86, -0.95)
C (-1.98, -1.64, -0.85)
C (-1.71, -0.21, -0.47)
C (-0.34, 0.13, -0.87)
C (0.68, 1.25, -0.65)
C (1.35, 0.75, 0.77)
C (0.42, -0.59, 1.07)
N (-0.72, -0.01, 0.54)
H (-2.46, 0.70, -0.20)
H (0.18, -0.78, -1.36)
H (0.22, 2.32, -0.63)
H (1.64, 1.24, -1.24)
H (2.29, 0.61, 0.29)
H (1.21, 1.43, 1.66)
H (0.67, -1.61, 0.75)
H (0.52, -0.74, 2.13)



[8]
C6H8N2 | ωB97M-V/def2-TZVPD

Its highest occupied orbital energy (alpha / beta) is -4.7 / -9.4 eV. The expectation value of S² is 2.022. The multiplicity is 3. For the relative energy (zero: lowest compared OMol25 entry of this formula, charge and spin), the calculation gives 105.0 kcal/mol. The calculation puts the frontier orbital gap (alpha / beta) at 5.495 / 7.720 eV.

Geometry (Å):
C (3.53, -0.54, -0.14)
C (3.04, 0.67, 0.15)
C (2.16, -0.42, -0.03)
C (-2.45, 0.31, -0.58)
C (-2.13, -0.98, 0.15)
C (-1.33, 0.22, 0.46)
N (0.96, -0.74, -0.11)
N (0.01, 0.39, -0.01)
H (4.37, -1.21, -0.15)
H (3.17, 1.75, 0.25)
H (-2.11, 0.41, -1.68)
H (-3.27, 1.00, -0.22)
H (-2.90, -1.29, 0.90)
H (-1.88, -1.81, -0.54)
H (-1.50, 0.97, 1.15)
H (0.35, 1.26, 0.41)



[9]
C6H8N2O | ωB97M-V/def2-TZVPD

Its highest occupied orbital energy is -6.9 eV. For the relative energy (zero: lowest compared OMol25 entry of this formula, charge and spin), the calculation gives 97.9 kcal/mol. The calculation puts the frontier orbital gap at 7.606 eV.

Geometry (Å):
C (-0.49, -1.21, -1.64)
C (-0.56, -2.12, -0.60)
C (-1.20, -0.67, 1.58)
C (0.38, -0.06, -1.25)
C (-0.51, 0.71, 1.57)
C (0.87, 0.54, 1.01)
N (0.18, -1.65, 0.47)
N (0.80, -0.43, 0.04)
O (-2.20, -1.24, 1.87)
H (-1.00, -1.30, -2.60)
H (-0.84, -3.06, -0.61)
H (1.20, 0.19, -1.95)
H (-0.24, 0.94, -1.20)
H (-1.20, 1.54, 1.29)
H (-0.38, 0.89, 2.72)
H (1.22, 1.49, 0.52)
H (1.62, 0.23, 1.79)



[10]
C6H8N2O | ωB97M-V/def2-TZVPD

Its highest occupied orbital energy is -8.9 eV. For the relative energy (zero: lowest compared OMol25 entry of this formula, charge and spin), the calculation gives 290.3 kcal/mol. The calculation puts the frontier orbital gap at 8.189 eV.

Geometry (Å):
C (-0.47, 2.75, 1.54)
C (-0.23, 0.55, 0.65)
C (-0.12, -0.04, -0.65)
C (0.02, -1.52, -0.76)
C (0.15, -2.25, -2.11)
C (-0.36, -0.20, 1.89)
H (0.12, 1.64, 2.51)
H (0.51, 3.97, 1.00)
H (-1.80, 3.51, 2.00)
H (0.25, 0.93, -1.19)
H (0.03, -2.14, 0.11)
H (-0.27, -1.78, -3.08)
H (-0.31, -3.16, -2.28)
H (2.26, -1.12, -1.74)
N (1.38, -1.87, -1.28)
N (-0.27, -0.99, 2.75)
O (-0.91, 1.72, 0.65)



[11]
C6H8N2O2 | ωB97M-V/def2-TZVPD

Its highest occupied orbital energy is -9.2 eV. For the relative energy (zero: lowest compared OMol25 entry of this formula, charge and spin), the calculation gives 53.1 kcal/mol. The SMILES is O=c1cc[nH]c(=O)[nH]1.C=C. The calculation puts the frontier orbital gap at 9.647 eV.

Geometry (Å):
O (-3.59, -0.11, -0.02)
C (-2.42, -0.14, 0.01)
C (-1.63, -1.38, 0.24)
C (-0.24, -1.51, 0.00)
N (0.44, -0.33, -0.09)
C (-0.19, 0.95, -0.09)
O (0.46, 2.01, 0.15)
N (-1.55, 0.91, -0.30)
H (-2.49, -2.17, 0.23)
H (0.24, -2.43, 0.05)
H (1.41, -0.25, -0.17)
H (-1.85, 1.93, -0.19)
C (3.56, 0.11, 0.44)
C (4.23, -0.62, -0.38)
H (2.70, -0.31, 0.79)
H (3.64, 1.24, 0.70)
H (4.10, -1.68, -0.23)
H (5.17, -0.12, -0.86)



[12]
C6H8N2O2 | ωB97M-V/def2-TZVPD

Its highest occupied orbital energy (alpha / beta) is -8.9 / -9.2 eV. For the relative energy (zero: lowest compared OMol25 entry of this formula, charge and spin), the calculation gives 145.1 kcal/mol. The calculation puts the frontier orbital gap (alpha / beta) at 7.842 / 8.401 eV.

Geometry (Å):
C (-0.41, 0.12, -0.19)
C (2.32, 1.98, 0.64)
C (2.13, 0.85, 0.07)
C (2.75, -0.42, -0.27)
C (-2.56, -0.22, -0.62)
C (-1.96, -1.38, 0.25)
N (-1.53, 0.77, -0.53)
N (-0.53, -1.00, 0.42)
O (2.24, -1.54, 0.19)
O (3.76, -0.38, -0.88)
H (3.22, 2.34, 1.25)
H (1.55, 2.72, 0.50)
H (-2.61, -0.69, -1.53)
H (-3.41, 0.24, -0.23)
H (-2.36, -1.55, 1.28)
H (-2.10, -2.27, -0.34)
H (-1.86, 1.73, -0.47)
H (1.36, -1.29, 0.45)



[13]
C6H8N2O2 | ωB97M-V/def2-TZVPD

Its highest occupied orbital energy (alpha / beta) is -8.7 / -8.7 eV. For the relative energy (zero: lowest compared OMol25 entry of this formula, charge and spin), the calculation gives 216.8 kcal/mol. The SMILES is N=C=C=[N+]([O-])O.C=C=CC. The calculation puts the frontier orbital gap (alpha / beta) at 8.219 / 8.218 eV.

Geometry (Å):
N (-1.15, -0.85, -2.77)
C (-0.21, -0.81, -2.02)
C (0.43, -1.24, -1.04)
N (1.53, -1.10, -0.45)
O (2.02, -1.77, 0.47)
O (2.41, 0.04, -0.94)
H (-1.47, -0.12, -3.40)
H (3.10, 0.26, -0.23)
C (-1.26, -1.49, 0.89)
C (-1.16, -0.17, 0.94)
C (-1.04, 1.10, 1.38)
C (0.08, 2.05, 0.93)
H (-0.81, -2.03, 1.74)
H (-1.48, -2.16, 0.06)
H (-1.86, 1.58, 1.88)
H (0.03, 2.05, -0.15)
H (-0.19, 2.96, 1.44)
H (1.03, 1.72, 1.27)



[14]
C6H8N2O3 | ωB97M-V/def2-TZVPD

Its highest occupied orbital energy is -8.9 eV. For the relative energy (zero: lowest compared OMol25 entry of this formula, charge and spin), the calculation gives 66.1 kcal/mol. The SMILES is NCC/N=c1\c(O)c(O)c1=O. The calculation puts the frontier orbital gap at 9.180 eV.

Geometry (Å):
N (-2.10, -0.83, -2.53)
C (-2.22, -1.03, -1.09)
C (-1.39, -0.06, -0.24)
N (0.02, -0.14, -0.65)
C (0.93, 0.15, 0.17)
C (1.05, 0.63, 1.55)
O (0.27, 0.98, 2.54)
C (2.48, 0.61, 1.50)
O (3.43, 0.92, 2.36)
C (2.45, 0.19, 0.07)
O (3.30, -0.05, -0.74)
H (-1.08, -0.80, -2.73)
H (-2.35, 0.14, -2.75)
H (-3.29, -0.93, -0.88)
H (-1.87, -2.05, -0.92)
H (-1.73, 0.97, -0.43)
H (-1.53, -0.36, 0.80)
H (-0.65, 0.83, 2.15)
H (4.25, 0.84, 1.84)